1.
ORCA calculation (wB97M-V/def2-TZVPD) on a structure of composition C25H32FGeN2O2SeW.

Each line ends with the Löwdin spin population.
Cartesian coordinates (Å):
W: 0.16 1.25 -0.26  1.713
C: 5.03 0.53 2.34  0.000
N: 4.37 0.91 1.11  0.000
C: 5.10 1.20 -0.01  0.002
C: 4.51 1.54 -1.17  0.001
C: 3.06 1.61 -1.23  0.010
O: 2.45 1.98 -2.23  0.024
N: 2.37 1.21 -0.11  0.026
C: 2.97 0.90 1.06  0.012
O: 2.34 0.58 2.07  0.033
H: 5.91 1.16 2.49  0.000
H: 5.33 -0.52 2.32  0.000
H: 4.33 0.67 3.15  0.000
H: 6.17 1.14 0.10  0.000
H: 5.08 1.77 -2.06  0.000
F: -4.31 -4.27 1.08  0.000
C: -3.76 -3.05 0.83  -0.002
C: -3.41 -2.24 1.89  0.001
C: -2.85 -1.00 1.62  -0.001
C: -2.61 -0.56 0.32  0.001
C: -2.02 0.78 0.04  0.046
C: -2.99 -1.42 -0.72  -0.001
C: -3.56 -2.65 -0.48  0.000
H: -3.59 -2.58 2.90  0.000
H: -2.58 -0.35 2.45  0.000
H: -2.36 1.47 0.82  0.013
H: -2.44 1.15 -0.90  0.015
H: -2.80 -1.11 -1.74  0.000
H: -3.83 -3.32 -1.29  0.000
C: -0.31 6.10 -1.36  0.004
Ge: -0.39 4.89 0.19  0.003
C: -2.16 5.04 1.02  -0.002
C: 0.98 5.42 1.50  -0.001
C: -0.09 3.07 -0.31  -0.004
H: -0.43 7.14 -1.05  0.001
H: -1.10 5.86 -2.07  0.000
H: 0.65 6.00 -1.86  0.000
H: -2.36 6.06 1.36  0.000
H: -2.23 4.37 1.87  0.000
H: -2.93 4.76 0.30  0.000
H: 0.83 6.43 1.86  0.000
H: 1.97 5.35 1.04  0.000
H: 0.95 4.73 2.34  0.001
H: 0.13 2.90 -1.42  0.008
C: -1.34 -6.15 0.16  0.001
C: -0.85 -4.84 -0.37  0.003
C: -0.85 -4.56 -1.73  0.000
C: -0.46 -3.33 -2.23  0.005
C: -0.51 -3.10 -3.71  0.000
C: -0.05 -2.31 -1.35  0.015
Se: 0.47 -0.63 -2.13  0.044
C: -0.03 -2.59 0.02  0.005
C: 0.40 -1.62 1.09  0.007
C: -0.43 -3.84 0.48  0.000
H: -1.49 -6.88 -0.64  0.000
H: -2.30 -6.03 0.68  0.000
H: -0.63 -6.58 0.88  0.000
H: -1.18 -5.33 -2.43  0.000
H: -0.84 -4.00 -4.23  0.000
H: 0.47 -2.80 -4.10  0.000
H: -1.19 -2.27 -3.96  0.000
H: 0.64 -0.61 0.75  0.015
H: 1.34 -1.94 1.56  0.000
H: -0.35 -1.53 1.87  0.001
H: -0.42 -4.02 1.55  0.000

Maximum force: 0.9 eV Å⁻¹
HOMO energy (spin up / spin down): -3.57 / -4.22 eV
Net charge: -1
Relative energy (zero: lowest compared OMol25 entry of this formula, charge and spin): 12.2 kcal/mol
Multiplicity: 3
E_tot: -5877.153516 Eh
Gap between HOMO and LUMO (spin up / spin down): 0.2314 / 0.2545 hartree



2.
ORCA calculation (wB97M-V/def2-TZVPD) on a structure of composition C25H32FN10O2PtSe2 at a distorted geometry.

Each line ends with the Mulliken charge.
Cartesian coordinates (Å):
Pt: 0.87 -0.85 -0.38  2.667
N: 4.40 -1.65 0.18  0.037
C: 3.56 -1.97 1.21  0.377
N: 3.98 -2.39 2.40  -0.621
N: 2.87 -2.56 3.11  -0.821
N: 1.84 -2.27 2.41  -0.285
N: 2.22 -1.88 1.19  0.219
C: 3.99 -1.60 -1.13  0.255
N: 4.81 -1.75 -2.16  -0.653
N: 4.02 -1.64 -3.23  -0.799
N: 2.81 -1.43 -2.88  -0.128
N: 2.73 -1.38 -1.55  0.274
H: 5.38 -1.87 0.31  0.267
C: 2.54 1.05 2.83  -1.480
C: 2.34 2.00 1.66  0.423
C: 2.89 1.43 0.35  -1.248
C: 0.92 2.46 1.45  0.863
C: 0.73 3.83 1.34  -0.939
C: -0.52 4.38 1.17  -1.635
C: -1.62 3.55 1.14  -0.409
C: -1.49 2.18 1.24  0.548
C: -2.75 1.34 1.18  0.984
C: -3.42 1.52 -0.18  -1.261
C: -3.74 1.70 2.29  -1.678
C: -0.20 1.60 1.36  -0.730
N: -0.08 0.20 1.38  0.238
C: -0.60 -0.48 2.42  0.841
C: -0.95 0.19 3.62  -0.566
C: -1.51 -0.47 4.69  -0.819
C: -1.74 -1.84 4.63  -0.686
C: -1.38 -2.54 3.50  -0.724
C: -0.81 -1.88 2.43  -0.141
F: -0.56 -2.61 1.32  -0.245
H: 3.58 0.73 2.88  0.493
H: 1.92 0.17 2.74  0.075
H: 2.28 1.55 3.77  0.378
H: 2.93 2.90 1.88  0.617
H: 2.31 0.53 0.08  -0.343
H: 3.93 1.15 0.46  0.524
H: 2.78 2.15 -0.46  0.395
H: 1.59 4.48 1.40  0.396
H: -0.64 5.45 1.08  0.381
H: -2.60 3.99 1.03  0.347
H: -2.50 0.28 1.28  0.123
H: -3.78 2.54 -0.32  0.290
H: -4.27 0.84 -0.28  0.498
H: -2.71 1.31 -0.98  0.066
H: -4.03 2.75 2.24  0.300
H: -3.30 1.52 3.27  0.344
H: -4.64 1.09 2.20  0.456
H: -0.76 1.25 3.68  0.685
H: -1.77 0.09 5.58  0.456
H: -2.19 -2.35 5.47  0.377
H: -1.52 -3.60 3.42  0.460
O: 0.72 -2.13 -5.34  -0.617
C: 0.34 -0.98 -4.61  -0.479
C: -1.10 -1.06 -4.07  1.750
C: -2.08 -1.10 -5.27  -1.219
O: -2.03 -2.29 -6.01  -0.603
C: -1.44 0.18 -3.25  -1.846
Se: 0.00 1.01 -2.15  -0.243
C: -1.34 -2.34 -3.26  -1.511
Se: -0.65 -2.54 -1.41  -0.219
H: 1.42 -2.55 -4.84  0.336
H: 0.40 -0.11 -5.28  0.427
H: 1.04 -0.82 -3.78  0.230
H: -1.85 -0.24 -5.92  0.461
H: -3.11 -0.99 -4.92  0.450
H: -1.10 -2.48 -6.16  0.384
H: -2.27 -0.04 -2.59  0.501
H: -1.73 0.99 -3.93  0.612
H: -0.95 -3.20 -3.81  0.551
H: -2.42 -2.48 -3.14  0.591

Maximum force: 3.3 eV Å⁻¹
HOMO energy (spin up / spin down): -4.86 / -4.86 eV
Net charge: -1
Relative energy (zero: lowest compared OMol25 entry of this formula, charge and spin): 29.5 kcal/mol
E_tot: -6691.910622 Eh
Gap between HOMO and LUMO (spin up / spin down): 0.1793 / 0.1793 hartree